Entry 1:
Density functional theory data (the ωB97M-V functional and the def2-TZVPD basis) for a structure of composition C13H52Fe2O21S2 in a non-equilibrium geometry.

## Properties
Orbital gap (spin up / spin down)   5.9 / 3.4 eV
2S+1   11
E_LUMO (spin up / spin down)   -8.09 / -10.61 eV
HOMO level (spin up / spin down)   -14.0316 / -14.0282 eV
Charge   +2

Each line ends with the Löwdin spin population.
Geometry (Å):
Fe -7.71250 8.41618 -16.97163  4.30
Fe -5.07423 6.51224 -20.15836  4.22
S -6.03535 6.23178 -17.08419  0.03
O -5.55794 6.01052 -18.44839  0.23
O -5.53628 5.32558 -16.03764  0.05
O -5.92934 7.62984 -16.75547  0.11
O -7.47192 6.42653 -17.12134  0.11
S -7.09426 9.02920 -19.51462  0.03
O -7.56143 10.08998 -20.41879  0.07
O -6.81205 9.59772 -18.22078  0.14
O -8.06059 8.22242 -18.80121  0.14
O -6.04588 8.12663 -20.00543  0.22
C -10.60559 5.49450 -14.55916  0.00
O -11.08534 6.78057 -14.41539  0.00
H -11.39897 4.77048 -14.74473  0.00
H -9.86084 5.45460 -15.35405  0.00
H -10.20305 5.12473 -13.61611  0.00
H -11.73372 6.79259 -13.70753  0.00
C -8.84271 2.88028 -17.01160  0.00
O -9.49275 2.78535 -15.73533  0.00
H -8.36646 3.82861 -17.26051  0.00
H -8.10926 2.11134 -17.25424  0.00
H -9.55807 2.70200 -17.81446  0.00
H -8.92584 3.33503 -15.18940  0.00
C -8.15038 5.31924 -20.52569  0.01
O -6.77969 5.56718 -20.96190  0.07
H -8.93520 5.88960 -21.02252  0.00
H -8.34107 4.25500 -20.66398  0.00
H -8.13664 5.60107 -19.47285  0.00
H -6.74231 5.26495 -21.87232  0.00
C -9.38461 11.12937 -17.41157  0.01
O -9.31812 9.76361 -16.93332  0.06
H -10.18603 11.76762 -17.03944  0.00
H -8.46538 11.71388 -17.44967  0.00
H -9.74806 10.96114 -18.42533  0.00
H -10.19048 9.48633 -16.64401  0.00
C -10.94138 6.60132 -18.53122  0.00
O -10.41713 7.15116 -17.33136  0.01
H -11.13278 7.47287 -19.15720  0.00
H -10.17192 6.02764 -19.04788  0.00
H -11.77967 5.92593 -18.36028  0.00
H -11.03726 6.78542 -16.69633  0.00
C -8.02398 7.62021 -13.73621  0.00
O -8.73339 7.76198 -14.96950  0.04
H -8.67710 7.12217 -13.01964  0.00
H -7.11621 7.03261 -13.87325  0.00
H -7.68086 8.49596 -13.18536  0.00
H -9.66838 7.54668 -14.93716  0.00
C -10.90112 9.96771 -20.92159  0.00
O -10.06306 11.09837 -21.07514  0.00
H -10.34308 9.03515 -21.00537  0.00
H -11.46336 9.92968 -19.98856  0.00
H -11.63641 9.96166 -21.72621  0.00
H -9.19497 10.79051 -20.80454  0.00
C -3.79513 5.43462 -13.09291  0.00
O -4.42335 6.45797 -13.89711  0.00
H -4.64120 5.22488 -12.43847  0.00
H -3.65026 4.50535 -13.64387  0.00
H -2.86577 5.79176 -12.64922  0.00
H -4.91755 5.99389 -14.57681  0.00
C -6.64300 3.31122 -13.59137  0.00
O -7.25704 4.41334 -14.30921  0.00
H -7.27112 2.89118 -12.80579  0.00
H -6.48106 2.51654 -14.31962  0.00
H -5.73276 3.67189 -13.11231  0.00
H -6.61514 4.83772 -14.88320  0.00
C -3.08626 7.91982 -18.06213  0.01
O -3.28171 7.35697 -19.35371  0.06
H -3.83108 8.66588 -17.78514  0.00
H -2.96075 7.20122 -17.25222  0.00
H -2.16736 8.50609 -18.06215  0.00
H -2.38363 7.22922 -19.66791  0.00
C -13.09673 10.31248 -17.05099  0.00
O -12.02856 9.81461 -16.28744  0.00
H -12.99191 11.39704 -17.08008  0.00
H -13.02866 10.01757 -18.09813  0.00
H -14.06119 9.97351 -16.67283  0.00
H -12.07250 10.35455 -15.49489  0.00
C -8.80114 12.67042 -13.93416  0.00
O -8.67559 11.27891 -13.61664  0.00
H -9.37787 12.73854 -14.85657  0.00
H -9.36557 13.25016 -13.20380  0.00
H -7.93486 13.32144 -14.05178  0.00
H -8.07217 11.22150 -12.87219  0.00
C -5.80949 9.98775 -14.92675  0.00
O -7.15805 9.83702 -15.43420  0.05
H -5.71478 10.82760 -14.23842  0.00
H -5.41448 9.05825 -14.51676  0.00
H -5.18586 10.10605 -15.81286  0.00
H -7.70895 10.51498 -15.03613  0.00

Atoms 1-3, force components in eV/Å:
Fe -2.0 0.8 3.3
Fe -1.9 1.6 2.2
S -2.9 0.5 5.9

Entry 2:
Density functional theory data (the ωB97M-V functional and the def2-TZVPD basis) for a cluster of 13 separate species, C13H52N26O13 in total in a non-equilibrium geometry.

## Properties
Orbital gap   9.3 eV
E_LUMO   0.08 eV
HOMO level   -9.2443 eV
Charge   0

Each line ends with the Mulliken charge.
Geometry (Å):
C 0.93281 2.04172 -3.77431  0.46
O 0.11265 1.36583 -3.12312  -0.53
N 1.45311 3.19365 -3.35120  -0.41
N 1.27855 1.68602 -4.95141  -0.38
H 2.37645 3.41817 -3.66312  0.40
H 1.49649 3.35500 -2.38098  -0.02
H 1.78279 2.32745 -5.47982  0.17
H 0.61561 1.13766 -5.50796  0.28
C -0.28074 -5.34711 1.25210  0.37
O -0.79738 -6.41378 1.58795  -0.70
N -0.47147 -4.78145 0.03201  0.01
N 0.64471 -4.63924 2.01376  -0.33
H 0.12866 -4.04760 -0.27537  0.12
H -0.97271 -5.20358 -0.72809  0.24
H 0.39977 -3.67601 2.17314  0.15
H 0.89809 -5.06262 2.88503  0.28
C 3.35843 1.61656 3.31677  0.65
O 3.00324 2.66268 3.81491  -0.72
N 3.29797 0.41930 3.95824  -0.36
N 4.13740 1.50407 2.13921  -0.30
H 3.74764 -0.37878 3.50729  0.15
H 2.63388 0.34934 4.72347  0.26
H 4.72903 2.29253 1.85434  0.24
H 4.62760 0.60327 1.99927  0.03
C 4.26005 2.22912 -1.58356  0.36
O 4.18893 3.35224 -2.15993  -0.80
N 3.20570 1.73241 -0.85189  0.25
N 5.39094 1.50828 -1.73609  -0.26
H 3.35081 0.91346 -0.34271  0.16
H 2.46629 2.37091 -0.60498  -0.05
H 6.14982 1.89992 -2.28916  0.22
H 5.39345 0.58625 -1.37109  0.26
C -1.36897 3.18938 -0.69690  0.31
O -0.16691 2.82540 -0.33484  -0.39
N -1.71938 3.04646 -2.06273  -0.31
N -2.27277 3.69108 0.16344  -0.31
H -2.68111 2.97272 -2.31203  0.20
H -1.06138 2.72315 -2.76489  0.10
H -2.04011 3.78353 1.14272  0.28
H -3.09032 4.18218 -0.17404  0.19
C -2.94303 -3.50198 -2.04465  0.61
O -1.87803 -4.03570 -2.40390  -0.83
N -3.09264 -3.04662 -0.75321  -0.07
N -4.01339 -3.23987 -2.92765  -0.34
H -3.89488 -2.54914 -0.39654  0.09
H -2.30713 -3.18134 -0.11391  0.13
H -4.77977 -2.76393 -2.55749  0.13
H -4.05546 -3.72697 -3.79242  0.22
C -4.97139 -0.38062 0.80295  0.44
O -4.68372 -0.02754 -0.33338  -0.51
N -6.21695 -0.32351 1.33260  -0.52
N -3.98825 -0.98098 1.60617  -0.27
H -6.35039 -0.72223 2.24807  0.18
H -7.12011 -0.47664 0.81178  0.27
H -3.03102 -0.94427 1.27472  0.03
H -4.29443 -1.45970 2.41721  0.20
C -0.29337 0.58515 4.53779  0.39
O 0.79145 1.03647 4.89207  -0.63
N -0.67820 -0.76601 4.78216  -0.29
N -1.34817 1.39223 4.01483  -0.28
H -1.59930 -0.91330 4.46373  0.12
H -0.08082 -1.43441 5.22025  0.20
H -2.05512 0.83017 3.53672  0.19
H -1.19866 2.37565 3.71916  0.27
C -3.94420 0.82012 -3.92630  0.47
O -3.87343 1.17632 -5.08606  -0.68
N -5.04145 1.22506 -3.11462  -0.37
N -2.95999 0.28782 -3.10800  0.11
H -5.14020 0.70024 -2.25223  0.25
H -5.84651 1.43307 -3.61312  0.22
H -2.00300 0.26958 -3.48181  0.00
H -3.24445 0.27988 -2.17413  0.14
C 0.19300 4.14742 3.03911  0.39
O -1.02603 4.18602 2.77444  -0.81
N 0.58453 4.21451 4.39533  -0.47
N 1.08508 4.05992 2.10978  -0.25
H 1.32351 3.54186 4.67116  0.34
H -0.25151 4.19226 4.95543  0.33
H 0.72754 3.65870 1.24670  0.16
H 2.03679 3.85927 2.41310  0.27
C 4.46481 -1.96695 0.32296  0.51
O 4.45420 -0.80110 -0.12292  -0.58
N 3.40999 -2.74843 0.48847  -0.07
N 5.69217 -2.48272 0.84889  -0.54
H 3.51832 -3.68629 0.88929  0.20
H 2.48483 -2.49046 0.17863  -0.01
H 6.52636 -1.91122 0.69213  0.23
H 5.94835 -3.46668 1.08800  0.18
C 1.19340 -2.33778 -2.26742  0.31
O 1.06897 -2.57156 -1.05426  -0.38
N 1.99576 -1.28088 -2.62751  -0.20
N 0.42706 -3.01385 -3.18243  -0.33
H 2.00400 -0.95777 -3.60128  0.18
H 2.39122 -0.69424 -1.94142  -0.05
H -0.34448 -3.62659 -2.91892  0.31
H 0.35201 -2.69101 -4.15104  0.19
C -0.65864 -0.74151 0.77701  -0.35
O -1.03579 -1.74361 1.38165  -0.69
N -1.18297 -0.32988 -0.44823  1.50
N 0.38213 0.04067 1.24362  0.75
H -0.77300 0.53570 -0.78628  -0.55
H -1.23033 -1.12258 -1.08530  -0.23
H 0.55791 0.96168 0.83460  -0.33
H 0.67911 -0.09948 2.21247  -0.10

Atoms 1-3, force components in eV/Å:
C -2.4 -0.5 4.0
O 0.3 0.1 -0.3
N 0.9 1.2 0.2

Entry 3:
Density functional theory data (the ωB97M-V functional and the def2-TZVPD basis) for a cluster of 13 separate species, C13H52O13 in total in a non-equilibrium geometry.

## Properties
Orbital gap   10.1 eV
E_LUMO   0.18 eV
HOMO level   -9.9096 eV
Charge   0

Each line ends with the Mulliken charge.
Geometry (Å):
C 23.49508 -15.43104 -29.21740  -0.12
O 23.68149 -16.54805 -30.06516  -0.54
H 23.95919 -15.54164 -28.23008  -0.06
H 23.99015 -14.55334 -29.66936  0.30
H 22.43345 -15.18572 -29.21812  0.13
H 24.60040 -16.61896 -30.32940  0.30
C 22.94383 -17.15384 -22.30727  -0.20
O 24.14401 -17.10867 -21.58228  -0.56
H 23.05616 -17.29332 -23.39206  0.21
H 22.29246 -17.93545 -21.92391  0.33
H 22.41182 -16.18514 -22.32274  -0.06
H 24.82338 -16.74079 -22.15856  0.33
C 23.71630 -11.14453 -26.67560  0.11
O 24.38048 -10.71045 -27.85434  -0.55
H 23.78701 -12.21597 -26.50308  0.01
H 24.04172 -10.60336 -25.78455  0.33
H 22.65795 -10.91131 -26.81162  -0.21
H 24.46434 -9.75531 -27.80387  0.32
C 18.12012 -12.96677 -24.76609  -0.17
O 18.08544 -11.58177 -25.11514  -0.49
H 17.93073 -13.13103 -23.70582  0.39
H 17.43360 -13.54949 -25.38242  0.34
H 19.10717 -13.37284 -24.97474  -0.29
H 17.42932 -11.17154 -24.54417  0.28
C 20.91688 -9.69335 -24.56453  -0.18
O 20.54786 -8.72590 -25.47971  -0.59
H 21.75631 -9.35215 -23.94982  0.38
H 20.11201 -10.00131 -23.88482  0.22
H 21.31124 -10.65774 -24.93246  -0.22
H 20.02131 -9.11320 -26.21126  0.46
C 21.45544 -14.38162 -25.52203  -0.26
O 20.67416 -15.32936 -24.79968  0.23
H 21.14033 -13.37374 -25.25648  0.13
H 22.51345 -14.53987 -25.27310  -0.19
H 21.44837 -14.63421 -26.58116  0.16
H 20.69486 -15.16134 -23.84888  -0.25
C 25.51376 -15.56770 -25.61350  -0.39
O 25.64685 -15.74505 -24.20296  -0.51
H 24.66122 -14.92694 -25.85201  -0.09
H 26.45492 -15.25664 -26.07012  0.39
H 25.27383 -16.57366 -25.96674  0.29
H 25.72468 -14.87167 -23.78850  0.31
C 20.62979 -12.69733 -22.05575  -0.18
O 20.68142 -14.12138 -21.91818  -0.41
H 20.15541 -12.20537 -21.19739  0.45
H 21.61725 -12.23140 -22.11233  0.15
H 19.98756 -12.49315 -22.90809  -0.20
H 21.10797 -14.25800 -21.06353  0.22
C 18.62412 -15.47240 -27.69113  0.08
O 19.15937 -15.18886 -28.95427  -0.50
H 19.30570 -15.29294 -26.85797  -0.35
H 17.69714 -14.92020 -27.48441  0.24
H 18.33938 -16.52690 -27.58403  0.29
H 18.79408 -15.76350 -29.62591  0.30
C 20.29453 -11.14997 -28.02897  -0.16
O 19.30226 -10.39340 -27.33491  -0.63
H 19.83617 -11.60398 -28.91690  0.30
H 21.05409 -10.43747 -28.34092  0.30
H 20.65528 -11.98010 -27.41513  -0.18
H 18.74064 -10.99460 -26.81907  0.32
C 19.32386 -18.53658 -25.57602  -0.61
O 20.44747 -18.14912 -24.83020  -0.53
H 19.56894 -18.46358 -26.64410  0.23
H 19.14684 -19.59196 -25.36659  0.30
H 18.42741 -17.95300 -25.33982  0.26
H 20.73844 -17.24063 -24.98108  0.32
C 24.50208 -12.61666 -22.97204  -0.13
O 25.85319 -13.03115 -23.15610  -0.62
H 24.35532 -11.71304 -23.56483  0.07
H 23.90435 -13.41530 -23.41991  0.00
H 24.21417 -12.39557 -21.94570  0.37
H 26.28672 -13.32949 -22.35260  0.31
C 17.87091 -16.43349 -22.17721  -0.21
O 17.06830 -17.55159 -21.94276  -0.57
H 18.23044 -15.91319 -21.27970  0.30
H 18.73934 -16.67000 -22.80412  0.04
H 17.31793 -15.65606 -22.71012  0.13
H 17.55938 -18.28035 -21.56289  0.32

Atoms 1-3, force components in eV/Å:
C 0.8 1.0 -0.9
O -0.3 -0.4 0.1
H -0.5 -0.3 0.1

Relative energy (zero: lowest compared OMol25 entry of this formula, charge and spin), record by record: 15.3, 37.6, 50.8 kcal/mol
E_tot, record by record: -147743.1318, -79699.7682, -40935.8194 eV